Record 1
# C4H16NO2

A cluster of 3 separate species, C4H16NO2 in total at a distorted geometry (ωB97M-V/def2-TZVPD, OMol25).

Summary:
E_tot in Ha: -367.012501
Net charge: +1
LUMO energy in eV: -2.89
Energy relative to the best compared isomer or geometry (same formula, charge and spin) in kJ/mol: 44.6
Orbital gap in eV: 12.59
Spin multiplicity: 1

```
23
C4H16NO2 | OMol25 | ωB97M-V/def2-TZVPD
O -0.419 -2.497 -0.424
O 2.357 -2.286 -0.704
N -0.843 -0.013 0.455
C -0.039 0.802 -1.708
C 0.122 1.011 -0.209
C -0.904 0.034 1.927
C -0.236 2.409 0.217
H 3.001 -2.083 -1.394
H -1.133 -2.895 0.088
H 0.436 -2.819 -0.103
H -1.617 -0.697 2.292
H -1.293 2.592 0.012
H 0.304 3.150 -0.348
H -1.262 1.011 2.242
H 2.933 -2.323 0.077
H -0.501 -0.945 0.080
H 0.754 1.296 -2.282
H 1.088 0.645 0.138
H 0.070 -0.101 2.368
H -1.758 0.116 0.028
H 0.005 -0.250 -1.993
H -0.996 1.211 -2.038
H -0.069 2.631 1.274
```

=====

Record 2
# C41H53As3NO8RbS3

A structure of composition C41H53As3NO8RbS3 (ωB97M-V/def2-TZVPD, OMol25).

Summary:
E_tot in Ha: -10176.787755
Net charge: -2
LUMO energy in eV: 3.34
Energy relative to the best compared isomer or geometry (same formula, charge and spin) in kJ/mol: 0.0
Orbital gap in eV: 4.72
Spin multiplicity: 1

```
110
C41H53As3NO8RbS3 | OMol25 | ωB97M-V/def2-TZVPD
Rb 0.548 -0.113 0.075
As -1.781 -2.331 1.557
As -6.820 -3.422 0.532
As -2.983 0.059 -1.279
S 3.031 3.135 0.853
S 1.504 -1.927 2.880
S 2.403 0.909 -3.779
O 0.373 3.353 8.396
O 1.349 0.538 -2.800
O 2.695 -1.845 -0.106
O 2.221 2.085 0.183
O -1.005 1.234 1.809
O 3.913 -3.678 -0.484
O -2.647 2.198 3.010
O -1.625 3.518 7.630
N -0.454 3.210 7.507
C 1.326 2.279 6.097
C 3.794 -2.641 4.113
C 3.469 -2.768 0.256
C -0.490 2.005 3.979
C 5.150 -1.553 -5.377
C 3.577 -1.488 -3.066
C 3.556 2.003 -2.898
C 4.084 2.298 2.028
C -2.067 -1.639 3.358
C 3.158 -2.485 2.857
C 1.746 1.761 4.885
C -3.710 -2.506 1.109
C -3.191 -1.927 -1.332
C -7.062 -2.046 1.911
C 4.330 3.576 -0.340
C 5.243 -2.569 -4.430
C 3.502 -0.480 -4.012
C -8.401 -2.904 -0.522
C -5.533 -2.484 -0.632
C 4.335 1.376 -1.755
C 5.045 0.303 2.912
C 5.865 -3.344 3.127
C 5.621 2.451 3.854
C 4.270 -0.502 -5.171
C -1.392 -4.184 2.063
C 0.841 1.635 3.838
C 5.259 -3.234 1.885
C -4.409 0.477 -2.584
C 5.758 1.067 3.825
C -0.006 2.654 6.223
C -3.955 0.724 0.283
C 5.119 2.412 -0.937
C -1.481 1.805 2.820
C -0.922 2.523 5.193
C 4.463 -2.541 -3.282
C 3.937 -2.813 1.716
C 5.102 -3.055 4.256
C 4.775 3.074 2.950
C -4.047 -2.770 -0.368
C 4.183 0.916 2.008
C -3.756 -4.241 -0.694
H 1.154 1.235 2.886
H -4.061 1.799 0.126
H 6.158 3.040 4.587
H -8.377 -1.837 -0.752
H 2.879 2.784 -2.544
H -5.370 0.059 -2.279
H -1.957 2.809 5.307
H 3.596 0.315 1.319
H -3.354 0.623 1.185
H 6.896 -3.669 3.213
H 5.058 0.663 -2.158
H -6.235 -2.071 2.617
H -7.990 -2.247 2.449
H -9.307 -3.128 0.042
H -4.144 -1.558 1.426
H -4.945 0.287 0.407
H -2.162 -2.290 -1.275
H 5.892 2.856 -1.576
H 3.199 -2.410 4.990
H 5.755 -1.584 -6.275
H 2.771 1.437 4.752
H 3.655 0.815 -1.115
H -7.114 -1.053 1.462
H 5.647 1.892 -0.134
H -2.494 -0.638 3.293
H -4.138 0.079 -3.562
H -1.097 -1.581 3.853
H -2.697 -4.461 -0.554
H -4.502 1.560 -2.665
H 4.210 2.433 -3.665
H 4.994 4.262 0.192
H -4.155 -3.291 1.734
H -8.424 -3.469 -1.454
H 6.410 0.570 4.532
H -4.327 -4.911 -0.047
H 5.150 -0.773 2.902
H 1.997 2.389 6.936
H -2.212 -4.621 2.638
H -5.785 -2.780 -1.657
H 4.519 -3.298 -2.506
H -2.735 -2.292 3.925
H 4.170 0.290 -5.906
H -4.012 -4.465 -1.734
H -3.526 -2.129 -2.356
H 5.531 -3.147 5.250
H 5.800 -3.500 0.985
H 3.803 4.151 -1.105
H 3.001 -1.476 -2.141
H 5.931 -3.390 -4.593
H 4.634 4.149 2.972
H -1.191 -4.794 1.183
H -0.482 -4.144 2.664
H -5.739 -1.415 -0.544
```

=====

Record 3
# C43H55AsCl3N5OPRuS2Se2Si

A structure of composition C43H55AsCl3N5OPRuS2Se2Si at a distorted geometry (ωB97M-V/def2-TZVPD, OMol25).

Summary:
E_tot in Ha: -11961.551843
Net charge: +2
LUMO energy (spin up / spin down) in eV: -4.45 / -5.98
Energy relative to the best compared isomer or geometry (same formula, charge and spin) in kJ/mol: 21.9
Orbital gap (spin up / spin down) in eV: 7.47 / 6.30
Spin multiplicity: 2

```
115
C43H55AsCl3N5OPRuS2Se2Si | OMol25 | ωB97M-V/def2-TZVPD
Ru 0.320 -0.341 -0.803
Se -0.131 -2.787 -1.493
Se 2.165 -0.337 -2.565
As -1.327 0.610 -2.333
Cl -4.782 1.410 4.765
Cl -0.827 5.004 4.554
Cl -4.599 7.404 -0.596
S -4.623 6.140 -3.282
S 0.467 -3.485 1.216
P 1.659 -2.420 -2.723
Si 2.272 -3.501 4.082
O -1.725 5.005 0.137
N 1.851 -1.246 0.526
N 0.614 3.676 0.693
N 0.677 1.650 -0.180
N -2.554 -1.648 3.103
N -1.215 -0.292 0.920
C 2.868 -0.373 0.707
C 5.323 -4.070 -2.790
C -3.804 6.532 -1.840
C 3.044 -3.478 -2.299
C 1.208 -2.858 -4.414
C 1.482 3.732 -0.367
C 0.734 -2.291 -6.701
C 0.217 4.808 1.540
C 1.162 -1.913 -5.433
C -3.253 5.319 -3.889
C -2.162 4.185 2.320
C -2.700 1.787 -1.668
C -3.231 3.502 1.741
C 3.334 -4.966 3.741
C 0.822 -4.179 -4.663
C -2.523 6.069 -1.814
C -1.989 4.043 3.694
C 0.347 -3.598 -6.945
C 3.490 -1.357 2.757
C 1.689 -2.225 1.454
C -1.606 6.202 -0.651
C 2.462 -2.287 2.632
C -2.775 3.185 4.451
C 3.721 -0.404 1.783
C 4.152 -5.157 -0.988
C 0.516 -3.998 4.463
C -0.601 -0.434 2.255
C -4.047 2.654 2.476
C -2.213 5.356 -3.014
C 0.396 -4.546 -5.926
C 5.298 -4.991 -1.747
C -0.488 1.772 -3.630
C -1.607 -0.509 3.388
C -2.231 -1.340 0.696
C 1.525 2.480 -0.893
C 2.850 -2.566 5.581
C -2.289 -0.533 -3.550
C 3.016 -4.403 -1.264
C 4.202 -3.309 -3.065
C -1.293 5.104 1.472
C 0.153 2.415 0.762
C -3.272 -1.401 1.798
C -3.793 2.488 3.828
H -3.809 -0.462 1.919
H -1.108 -0.709 4.335
H 2.993 0.361 -0.072
H -3.437 3.673 0.697
H 0.855 -4.917 -3.868
H -0.549 2.118 1.518
H 1.470 -0.894 -5.239
H -2.722 -1.176 -0.261
H 0.707 -1.560 -7.499
H -0.047 -4.359 3.603
H 0.758 5.673 1.164
H 2.099 2.127 -1.730
H -2.012 -2.518 3.035
H 4.532 0.308 1.861
H -0.037 -1.358 2.255
H 4.225 -2.585 -3.872
H -2.794 0.086 -4.290
H -2.214 0.390 3.484
H 2.572 -3.112 6.487
H 6.178 -5.586 -1.534
H 2.405 -1.569 5.638
H -1.661 0.617 0.823
H -3.985 -2.206 1.635
H 4.378 -4.661 3.635
H 0.009 -3.887 -7.931
H -3.022 -1.146 -3.026
H -4.894 2.165 2.013
H 0.103 -5.569 -6.120
H 2.117 -4.550 -0.683
H -2.253 2.488 -0.967
H -1.436 6.124 1.850
H 2.006 4.636 -0.629
H -0.024 -3.170 4.941
H -1.877 7.062 -0.035
H -1.248 2.256 -4.243
H 3.937 -2.448 5.610
H -3.286 4.876 -4.872
H -1.248 4.903 -3.204
H 0.545 4.633 2.561
H 6.217 -3.946 -3.386
H 4.135 -5.876 -0.179
H -1.577 -1.192 -4.047
H 3.030 -5.468 2.818
H 0.098 0.379 2.437
H -3.490 1.219 -1.174
H -1.706 -2.292 0.647
H 0.553 -4.813 5.193
H -3.128 2.347 -2.499
H -0.575 6.325 -0.997
H 3.278 -5.693 4.555
H 0.116 2.525 -3.128
H -2.609 3.095 5.517
H 4.120 -1.369 3.640
H 0.161 1.165 -4.258
H -3.225 -1.754 3.865
```

=====

Record 4
# C5H9N2

The ion C5H9N2 with charge +1 at a distorted geometry (ωB97M-V/def2-TZVPD, OMol25).

Summary:
E_tot in Ha: -305.131053
Net charge: +1
SMILES: CC1=[N+](C)CN=C1
LUMO energy in eV: -5.29
Energy relative to the best compared isomer or geometry (same formula, charge and spin) in kJ/mol: 259.9
Orbital gap in eV: 10.28
Spin multiplicity: 1

```
16
C5H9N2 | OMol25 | ωB97M-V/def2-TZVPD
N 0.153 0.504 -0.001
N -1.151 0.595 -1.789
C 0.002 -1.923 0.680
C -0.224 -0.734 -0.249
C -0.403 1.416 -0.920
C -0.931 -0.621 -1.499
C 1.010 0.998 1.130
H 0.340 1.436 1.834
H 0.371 2.096 -1.398
H 1.586 0.305 1.640
H -0.915 -2.522 0.666
H -1.202 2.132 -0.553
H 1.532 1.873 0.679
H -1.393 -1.402 -2.006
H 0.797 -2.627 0.107
H 0.429 -1.525 1.678
```

=====

Record 5
# H4NS

A cluster of 2 separate species, H4NS in total at a distorted geometry (ωB97M-V/def2-TZVPD, OMol25).

Summary:
E_tot in Ha: -455.371323
Net charge: -1
LUMO energy in eV: 4.83
Energy relative to the best compared isomer or geometry (same formula, charge and spin) in kJ/mol: 8.9
Orbital gap in eV: 7.36
Spin multiplicity: 1

```
6
H4NS | OMol25 | ωB97M-V/def2-TZVPD
S 2.165 0.846 0.261
N -1.394 -0.218 0.145
H -0.740 -0.969 0.286
H 2.240 -0.211 -0.580
H -1.032 0.526 0.712
H -1.239 0.025 -0.824
```

=====

Record 6
# C14H19N4OPtS4Sb

A structure of composition C14H19N4OPtS4Sb (ωB97M-V/def2-TZVPD, OMol25).

Summary:
E_tot in Ha: -2791.562504
Net charge: -2
LUMO energy in eV: 4.10
Energy relative to the best compared isomer or geometry (same formula, charge and spin) in kJ/mol: 246.2
Orbital gap in eV: 5.16
Spin multiplicity: 1

```
44
C14H19N4OPtS4Sb | OMol25 | ωB97M-V/def2-TZVPD
Pt 1.933 1.795 0.025
Sb 4.511 2.712 2.032
S 6.578 3.227 1.197
S 3.636 0.683 1.088
S 4.311 2.788 4.310
S 2.749 3.870 0.900
O -1.810 0.183 -1.928
N -0.366 -0.155 1.125
N -0.713 -1.329 3.102
N 0.255 2.724 -1.066
N -3.054 -2.856 0.768
C 0.308 -2.640 -1.506
C -1.924 -3.253 1.176
C 1.277 0.009 -0.676
C -4.228 -3.626 1.106
C -0.563 -1.888 -0.554
C -0.638 -2.501 0.863
C -0.985 2.022 -0.676
C 1.967 -0.827 -1.481
C -0.147 -0.407 -0.303
C 0.084 4.141 -0.738
C -0.543 -1.248 1.725
C -1.040 0.551 -1.070
C 1.463 -2.125 -1.933
C 0.488 2.589 -2.510
H -0.272 -2.143 3.506
H 0.214 -3.153 1.078
H -4.601 -4.110 0.201
H -5.017 -2.975 1.481
H -1.582 -1.865 -0.944
H -1.064 2.083 0.409
H -1.835 -4.153 1.807
H -0.087 4.244 0.332
H 2.076 -2.697 -2.624
H -0.381 -0.482 3.546
H -0.023 -3.622 -1.832
H 0.690 1.548 -2.753
H 1.002 4.674 -0.974
H -0.763 4.561 -1.302
H 1.366 3.176 -2.771
H 2.982 -0.561 -1.754
H -1.848 2.503 -1.156
H -4.020 -4.410 1.849
H -0.387 2.943 -3.074
```